(1)
Computed, not measured: a structure of composition C3H3CrO4 in a non-equilibrium geometry, with the ωB97M-V functional and the def2-TZVPD basis.

Positions of all 11 atoms, in Å:
O 0.55 -0.16 -1.95
C -0.64 0.12 -1.87
C -1.40 -0.11 -0.60
O -0.56 -0.64 0.37
Cr 1.26 -1.35 -0.31
H -1.16 0.60 -2.72
H -2.26 -0.76 -0.84
H -1.84 0.86 -0.29
O 1.43 0.26 1.25
C 0.26 0.50 1.49
O -0.45 1.24 2.09

Summary:
Net charge ... 0
Orbital gap (alpha / beta) ... 6.36 / 10.27 eV
E_LUMO (alpha / beta) ... -0.4 / -0.1 eV
Relative energy (zero: lowest compared OMol25 entry of this formula, charge and spin) ... 0.0 kcal per mole
2S+1 ... 6

(2)
Computed, not measured: the molecule C2H3F2OP in a non-equilibrium geometry, with the ωB97M-V functional and the def2-TZVPD basis.

Positions of all 9 atoms, in Å:
O -2.55 -0.82 -0.12
C -1.55 -0.48 0.40
P -0.11 0.36 -0.53
C 1.47 -0.26 0.34
F 2.28 0.89 0.40
F 2.19 -1.19 -0.34
H -1.19 -0.73 1.46
H 0.19 1.59 0.08
H -0.73 0.66 -1.69

Summary:
Net charge ... 0
Orbital gap (alpha / beta) ... 7.85 / 7.85 eV
E_LUMO (alpha / beta) ... -0.6 / -0.6 eV
Relative energy (zero: lowest compared OMol25 entry of this formula, charge and spin) ... 148.3 kcal per mole
SMILES ... O=C[PH2]=C(F)F

(3)
Computed, not measured: the molecule C2H2O2S2 in a non-equilibrium geometry, with the ωB97M-V functional and the def2-TZVPD basis.

Positions of all 8 atoms, in Å:
O -0.57 1.46 -0.90
C 0.12 0.75 -0.21
S 1.70 1.36 0.39
C -0.31 -0.77 0.13
O 0.20 -1.09 1.30
S -1.58 -1.43 -0.70
H 2.30 0.27 0.82
H -0.11 -1.97 1.47

Summary:
Net charge ... 0
Orbital gap ... 8.56 eV
E_LUMO ... -1.0 eV
Relative energy (zero: lowest compared OMol25 entry of this formula, charge and spin) ... 17.9 kcal per mole
SMILES ... O=C(S)C(O)=S

(4)
Computed, not measured: a cluster of 11 separate species, C23H67O11S10 in total in a non-equilibrium geometry, with the ωB97M-V functional and the def2-TZVPD basis.

Positions of all 111 atoms, in Å:
C 4.12 -4.79 -1.74
C 3.78 -3.43 -2.21
O 4.77 -2.39 -1.99
C 5.02 -2.13 -0.64
H 3.20 -5.36 -1.67
H 4.83 -5.26 -2.44
H 3.64 -3.43 -3.31
H 2.81 -3.11 -1.80
H 4.65 -1.13 -0.35
H 4.55 -2.85 0.03
H 6.09 -2.09 -0.48
C 4.92 -8.08 -5.18
S 4.23 -6.42 -5.09
O 2.98 -6.53 -4.32
C 3.74 -6.35 -6.83
H 5.25 -8.35 -4.18
H 4.16 -8.78 -5.52
H 5.78 -8.09 -5.86
H 3.06 -7.17 -7.05
H 4.63 -6.40 -7.46
H 3.24 -5.39 -6.98
C -0.40 -1.58 -4.73
S 0.74 -2.97 -4.70
O 0.81 -3.50 -6.10
C -0.31 -4.08 -3.77
H 0.06 -0.78 -5.31
H -1.34 -1.89 -5.21
H -0.58 -1.24 -3.72
H -1.25 -4.23 -4.30
H -0.48 -3.66 -2.78
H 0.22 -5.03 -3.67
C 3.41 2.99 -3.24
S 3.28 1.38 -4.03
O 1.89 0.90 -3.78
C 4.37 0.52 -2.89
H 2.76 3.69 -3.78
H 3.08 2.92 -2.20
H 4.44 3.34 -3.29
H 3.98 0.61 -1.88
H 5.37 0.95 -2.96
H 4.40 -0.53 -3.17
C -0.50 -1.41 -10.32
S 0.97 -0.70 -9.57
O 1.88 -0.31 -10.69
C 1.58 -2.24 -8.89
H -1.03 -0.61 -10.84
H -0.22 -2.19 -11.03
H -1.14 -1.82 -9.54
H 1.72 -2.96 -9.70
H 0.88 -2.62 -8.15
H 2.53 -2.04 -8.40
C 8.18 -2.45 3.55
S 6.78 -2.24 2.43
O 6.61 -0.77 2.21
C 5.52 -2.75 3.61
H 9.08 -2.15 3.01
H 8.04 -1.82 4.43
H 8.25 -3.50 3.83
H 5.57 -2.10 4.49
H 5.69 -3.79 3.89
H 4.55 -2.65 3.13
C 0.99 0.32 1.73
S 2.39 -0.75 2.09
O 1.92 -1.79 3.05
C 3.32 0.46 3.03
H 0.26 -0.26 1.18
H 0.55 0.68 2.66
H 1.33 1.16 1.13
H 2.72 0.80 3.88
H 3.58 1.30 2.39
H 4.23 -0.02 3.39
C -0.60 3.37 -0.81
S -1.09 4.00 0.80
O -0.60 3.02 1.81
C -2.85 3.72 0.60
H 0.48 3.41 -0.88
H -0.93 2.33 -0.91
H -1.04 3.99 -1.59
H -3.03 2.66 0.40
H -3.22 4.34 -0.22
H -3.34 4.01 1.53
C -4.00 6.22 5.31
S -4.31 6.68 3.60
O -4.31 5.41 2.81
C -2.71 7.45 3.32
H -4.88 5.69 5.66
H -3.12 5.59 5.36
H -3.87 7.13 5.90
H -1.91 6.73 3.51
H -2.61 8.32 3.97
H -2.68 7.78 2.28
C -9.34 5.39 6.32
S -7.99 6.29 7.08
O -7.08 6.71 5.98
C -7.24 4.86 7.87
H -9.93 6.10 5.74
H -8.94 4.61 5.68
H -9.97 4.95 7.10
H -6.99 4.12 7.11
H -7.93 4.44 8.59
H -6.33 5.20 8.37
C -10.06 0.12 7.37
S -8.98 1.09 8.42
O -8.99 2.48 7.90
C -7.45 0.34 7.86
H -11.08 0.47 7.53
H -9.79 0.27 6.32
H -9.99 -0.93 7.64
H -7.35 0.48 6.78
H -7.45 -0.72 8.11
H -6.62 0.84 8.37

Summary:
Net charge ... -1
Orbital gap ... 2.30 eV
E_LUMO ... 1.3 eV
Relative energy (zero: lowest compared OMol25 entry of this formula, charge and spin) ... 0.0 kcal per mole

| no. | electronic energy (eV) |
| --- | --- |
| 1 | -39769.18038 |
| 2 | -18889.47743 |
| 3 | -27870.83180 |
| 4 | -155802.42145 |